Entry 1:
Entry from OMol25: 6 unconnected molecules or ions with the total composition C4H20NO7 (ωB97M-V/def2-TZVPD).

Last column: Mulliken charge in e.
Positions of all 32 atoms, in Å:
C 0.0300 0.0622 -1.2817  -0.96
C 0.2025 -1.1585 -0.3766  0.40
C -0.9845 -2.1158 -0.3344  -0.93
O -0.9384 -3.1348 -1.3550  -0.60
N -1.1683 0.8423 -0.9527  -0.28
C -0.9000 1.9509 -0.0235  -0.48
O 0.0984 2.8204 -0.4266  -0.66
H 0.9278 0.6777 -1.2162  0.20
H -0.0201 -0.2427 -2.3318  0.70
H 1.0914 -1.7182 -0.6843  0.30
H 0.4070 -0.8070 0.6412  -0.04
H -0.9623 -2.6727 0.5970  0.41
H -1.9247 -1.5600 -0.4101  0.33
H -1.0086 -2.7098 -2.2199  0.39
H -1.5046 1.2616 -1.8061  0.28
H -1.8411 2.5007 0.0584  0.35
H -0.6595 1.5177 0.9457  0.13
H 0.9874 2.4921 -0.0044  0.48
H 2.6972 2.6083 1.0111  0.09
O 2.1247 1.8887 0.7207  -1.00
H -1.7262 -0.6980 -2.8596  0.31
H -2.9792 -1.5476 -2.9941  0.33
O -2.1525 -1.3417 -3.4421  -0.76
H 2.9557 0.4607 0.9620  0.40
H 3.0382 -1.0028 0.4664  0.31
O 3.4429 -0.4058 1.1010  -0.72
H 1.4132 1.3259 2.0356  0.41
H 1.8198 0.1376 2.9147  0.33
O 1.1401 0.8318 2.8786  -0.80
H -0.4832 0.1077 3.0939  0.46
H -1.7268 -0.1218 2.2003  0.30
O -1.3965 -0.2493 3.0926  -0.69

The charge is -1. The calculation puts the LUMO energy at 2.9978 eV.

Entry 2:
Entry from OMol25: a molecular structure, C12H19BiNO12P2 (ωB97M-V/def2-TZVPD).

Last column: Mulliken charge in e.
Positions of all 47 atoms, in Å:
Bi 1.3667 -0.0301 -0.9947  1.35
C -1.3265 2.5665 -1.2002  -0.35
C -2.1590 1.6255 -1.8448  0.10
C -1.9591 1.2920 -3.1727  -0.40
C -0.9426 1.9322 -3.8717  -0.31
C -0.1148 2.8424 -3.2358  -0.30
C -0.2771 3.1549 -1.8877  -0.47
H -1.5955 2.6946 -0.1481  0.38
H -2.8176 1.1356 -1.1254  0.10
H -2.5664 0.5411 -3.6628  0.36
H -0.7751 1.7024 -4.9174  0.35
H 0.6938 3.2993 -3.7943  0.35
H 0.4087 3.8260 -1.3876  0.27
O 5.0488 -1.4730 -1.9606  -0.51
C 3.7426 -1.2546 -2.1729  0.85
O 3.3026 -0.0640 -2.0698  -0.56
C 2.9162 -2.4804 -2.4319  -0.47
O 1.5381 -2.1246 -2.3247  -0.55
C 0.8339 -2.7682 -1.2097  -0.75
C 1.4995 -2.5453 0.1877  0.91
O 1.1083 -3.3057 1.0407  -0.73
O 2.3863 -1.6130 0.2139  -0.59
H 5.3819 -0.6702 -1.5277  0.39
H 3.0517 -2.8685 -3.4482  0.46
H 3.1652 -3.2714 -1.7180  0.29
H -0.1182 -2.4080 -1.2043  0.34
H 0.8033 -3.8373 -1.4053  0.38
N -0.7332 -0.9508 3.5263  -0.33
C -1.3406 0.1534 2.6988  0.83
C -2.3866 0.9224 3.5117  -1.92
P -2.2367 -0.8747 1.4339  0.61
O -3.4815 0.0201 0.8707  -0.65
O -2.7874 -2.0025 2.2642  -0.93
O -1.2533 -1.1478 0.3163  -0.27
P 0.0916 1.2375 2.3394  0.88
O 0.4614 1.3315 3.9907  -0.68
O -0.1903 2.6412 1.9284  -0.83
O 1.1991 0.3782 1.8448  -0.63
H -1.4442 -1.7059 3.5843  0.43
H -0.3838 -0.5787 4.4086  0.41
H 0.0704 -1.3196 2.9976  0.18
H -3.1951 0.2608 3.8325  0.46
H -2.8133 1.7036 2.8860  0.34
H -1.9382 1.4009 4.3827  0.47
H -3.8833 -0.4921 0.1596  0.32
H 1.2436 1.8882 4.0634  0.33
O 2.4057 1.2362 0.2342  -0.91

The charge is -1. The calculation puts the LUMO energy (spin up / spin down) at 2.4627 / 2.4627 eV.

Entry 3:
Entry from OMol25: a molecular structure, C6H10O (ωB97M-V/def2-TZVPD).

Last column: Mulliken charge in e.
Positions of all 17 atoms, in Å:
C 2.0792 0.3691 0.0816  -1.51
C 0.6033 0.0987 -0.0445  0.86
C -0.0915 -1.1535 0.5366  -0.50
C -0.8730 -0.9433 -0.7628  -0.13
C -1.7223 0.2639 -0.3249  -0.73
C -0.5241 1.0872 0.3789  -0.70
O 0.2649 -0.3190 -1.3883  -0.54
H 2.3728 1.2738 -0.4546  0.35
H 2.6240 -0.4515 -0.3914  0.36
H 2.4059 0.4468 1.1196  0.32
H -0.6808 -0.8838 1.4181  0.19
H 0.4859 -2.0639 0.6622  0.30
H -1.2800 -1.7687 -1.3612  0.47
H -2.6010 -0.0485 0.2584  0.31
H -2.1057 0.8070 -1.1934  0.34
H -0.5221 2.1032 -0.0159  0.34
H -0.4352 1.1825 1.4817  0.27

The calculation puts the LUMO energy at 1.0528 eV.

Entry 4:
Entry from OMol25: 2 unconnected molecules or ions with the total composition C2H3Br (ωB97M-V/def2-TZVPD).

Last column: Löwdin spin population.
Positions of all 6 atoms, in Å:
C 0.1897 0.1235 -0.3428  0.16
C -0.4341 0.3844 0.7350  0.71
Br -0.6187 3.2613 0.9428  0.99
H 0.3842 -0.9338 -0.7500  0.06
H 0.7931 0.7188 -0.8860  0.03
H -1.0925 0.5358 1.5521  0.04

The expectation value of S² is 2.01. The calculation puts the LUMO energy (spin up / spin down) at 1.1705 / -3.6484 eV. Its spin multiplicity is 3.

Entry 5:
Entry from OMol25: a molecular structure, C46H28BrN11OPb (ωB97M-V/def2-TZVPD).

Last column: Mulliken charge in e.
Positions of all 88 atoms, in Å:
Pb 1.1666 -0.7707 0.4928  1.40
C 3.5896 1.7227 6.5627  -0.67
C 3.0451 0.5259 7.0372  -0.68
C 2.1965 -0.1979 6.2119  -0.24
C 2.0760 0.2948 4.9685  0.14
C 1.2432 -0.2840 3.8714  -0.15
N 0.2181 -1.1779 4.0505  -0.44
C -0.8057 -1.3632 3.1788  -0.05
C -2.0322 -1.9660 3.6988  0.07
C -2.3359 -2.3632 5.0111  0.06
C -3.6427 -2.8235 5.1943  -0.69
C -4.5253 -2.8062 4.0986  -0.48
C -4.1826 -2.5431 2.7725  -0.12
C -2.9346 -2.0035 2.7110  -0.01
C -2.1681 -1.4343 1.5719  -0.27
N -2.7821 -1.1889 0.4465  -0.46
C -2.1790 -0.5109 -0.5211  0.14
N -1.0774 0.1579 -0.4021  -0.42
C -0.8756 0.9886 -1.5280  -0.40
N -0.1072 2.0339 -1.6205  -0.09
C 0.8580 2.4288 -0.8503  -0.68
N 1.2313 1.9013 0.3671  -0.31
C 2.1223 2.6472 0.8742  -0.12
N 2.7617 2.3761 2.1341  -0.56
C 2.3338 1.4540 2.9326  0.05
N 1.4269 0.4743 2.7307  -0.02
C 2.7809 1.3312 4.4370  0.07
C 3.5623 2.1044 5.2419  -0.17
C 2.4407 3.8052 0.0650  0.35
C 3.3240 4.9055 0.1225  -0.28
C 3.2961 5.8702 -0.8405  -0.56
C 2.2884 5.8138 -1.9623  -0.84
C 1.4690 4.7120 -1.9456  0.11
C 1.5298 3.7001 -1.0016  0.28
C -1.9871 0.7602 -2.4711  -0.93
C -2.3354 1.3524 -3.5982  1.27
C -3.4340 0.8707 -4.3612  -0.98
C -4.2842 -0.1783 -3.7549  -0.87
C -3.9263 -0.7228 -2.5386  0.28
C -2.7917 -0.2598 -1.9096  0.00
N -0.8275 -1.2092 1.8627  0.10
H 4.2156 2.3406 7.1507  0.38
H 3.3860 0.2030 8.0197  0.35
H 1.5325 -0.9971 6.3810  0.62
H -1.7641 -2.3564 5.9103  0.51
H -4.1379 -2.8493 6.2239  0.23
H -5.6294 -2.8300 4.1952  0.28
H -4.8458 -2.6741 1.8402  0.39
H 4.0383 2.9219 4.7946  0.61
H 4.0838 5.0613 0.8376  0.51
H 3.9890 6.6745 -0.7446  0.41
H 2.0500 6.6175 -2.6856  0.37
H 0.7874 4.5927 -2.7928  0.38
H -1.6460 2.1304 -4.0637  0.29
H -3.6198 1.4194 -5.2463  0.48
H -5.3098 -0.4098 -4.1534  0.29
H -4.5851 -1.4788 -2.1508  0.67
C 0.6332 -0.3271 -4.5646  -1.43
C 1.3571 -0.4903 -3.2152  0.48
N 0.9668 -1.2748 -2.3399  0.41
N -0.1258 -1.9939 -2.7814  -0.78
C -0.4629 -2.8001 -1.7824  0.04
O 0.0582 -2.9766 -0.6475  -0.75
C -1.7553 -3.5484 -2.0222  0.99
C -2.6185 -3.3586 -3.0816  -0.16
C -3.8448 -4.0455 -3.0959  -0.52
C -4.1480 -5.0501 -2.1740  -0.56
C -3.1763 -5.3018 -1.1749  -0.37
C -2.0829 -4.5030 -1.0203  -1.06
C 2.4637 0.4214 -2.8474  0.60
C 3.1186 1.3835 -3.6914  -0.54
C 4.0203 2.2495 -3.2484  -0.91
C 4.5137 1.9657 -2.0047  -0.39
C 4.0287 0.8478 -1.2848  -0.26
N 3.0010 0.1890 -1.6628  0.08
H 0.9859 -1.1508 -5.1399  0.42
H -0.4543 -0.2573 -4.4506  0.12
H 0.7854 0.6352 -5.1188  0.33
H -2.2593 -2.7617 -3.9213  0.28
H -4.5284 -3.8371 -3.8885  0.42
H -5.0370 -5.6845 -2.2606  0.39
H -3.3361 -6.1198 -0.4313  0.27
H -1.4172 -4.6773 -0.2316  0.57
H 2.7642 1.4590 -4.7037  0.32
H 4.4876 2.9547 -3.8735  0.53
H 5.3124 2.5396 -1.4982  0.32
H 4.5626 0.5272 -0.3869  0.34
Br 3.9168 -1.8071 1.6884  -0.80

The charge is -2. The calculation puts the LUMO energy at 3.5503 eV.

Entry 6:
Entry from OMol25: a molecular structure, C45H46HgINO2P2Te (ωB97M-V/def2-TZVPD).

Last column: Löwdin spin population.
Positions of all 99 atoms, in Å:
Hg 0.7438 2.1593 0.4355  0.22
I 2.2570 2.8792 3.7585  0.04
C 0.3632 3.6291 3.7220  0.01
C 0.1428 4.7203 4.5348  0.00
C -1.0991 4.9938 5.0777  0.00
C -2.1140 4.1228 4.7354  0.00
C -1.9303 3.1028 3.7405  0.00
C -3.0186 2.3049 3.3568  0.00
C -2.9359 1.4115 2.3034  0.00
C -1.6640 1.2616 1.7233  0.01
C -0.5719 1.9882 2.0780  0.02
C -0.6394 2.8403 3.1378  0.00
H 1.0177 5.2764 4.7913  0.00
H -1.2346 5.7976 5.8411  0.00
H -3.1538 4.1895 5.0933  0.00
H -3.9483 2.4237 3.8899  0.00
H -3.8238 0.8568 1.9961  0.00
H -1.5043 0.4900 0.9673  0.01
C 3.7582 0.1371 -0.0726  0.02
P 2.6855 1.3170 -1.0294  0.12
C 2.1175 0.2221 -2.3990  0.04
C 3.7012 2.6463 -1.7396  0.04
C 2.8623 3.8016 -2.2210  0.03
P 1.3831 3.9471 -1.1854  0.16
C -0.0420 4.6078 -2.0650  0.04
C 1.8046 5.3262 -0.0828  0.06
H 3.1675 -0.7667 0.0041  0.00
H 4.0825 0.5772 0.8686  0.00
H 4.5762 -0.0185 -0.7834  0.00
H 2.9215 -0.2723 -2.9746  0.01
H 1.5417 0.9093 -2.9734  0.01
H 1.4608 -0.5145 -1.8940  0.00
H 4.4448 2.2478 -2.4340  0.01
H 4.1854 2.9678 -0.8298  0.01
H 2.5214 3.6560 -3.2512  0.01
H 3.4796 4.6770 -2.2449  0.00
H 0.2973 5.2797 -2.8235  0.00
H -0.5708 5.1633 -1.2312  0.00
H -0.5723 3.7670 -2.3995  0.01
H 1.3678 6.3112 -0.3590  0.01
H 2.8544 5.3785 0.1149  0.00
H 1.3895 5.1365 0.9373  0.00
C -1.5992 -5.9275 2.3554  0.00
C -1.0345 -4.5238 2.0218  0.00
C -0.2703 -3.8545 2.9268  0.00
C 0.0660 -2.4826 2.7236  0.00
C 0.3629 -1.4883 3.7834  0.00
O -0.3550 -0.4536 3.9050  0.00
C 1.4740 -1.6703 4.7573  0.00
C 1.6145 -0.8068 5.8353  0.00
C 2.7606 -0.8590 6.6928  0.00
C 3.6790 -1.8498 6.4341  0.00
C 3.4902 -2.7313 5.4142  0.00
C 2.4045 -2.7211 4.5667  0.00
C -0.0315 -1.9676 1.3516  0.00
O 0.7664 -1.1355 0.8480  0.00
C -1.0559 -2.6092 0.4760  0.00
C -1.3918 -3.8956 0.8324  0.00
C -1.4181 -1.9570 -0.8321  0.00
N -1.1105 -0.7315 -0.9882  0.00
C -1.2191 -0.0486 -2.2665  0.02
C -2.6350 0.2891 -2.7945  0.00
Te -2.4509 1.4677 -4.7253  0.01
C -1.0244 0.4231 -5.8597  0.00
C 0.1265 1.0420 -6.3892  0.00
C 1.1570 0.2608 -6.8857  0.00
C 1.0541 -1.1426 -6.9980  0.00
C -0.1470 -1.7285 -6.6756  0.00
C -1.2159 -0.9408 -6.2383  0.00
C -2.2930 -2.7327 -1.7444  0.00
C -3.4517 -3.3290 -1.2406  0.00
C -4.2176 -4.1422 -2.0707  0.00
C -3.9580 -4.2975 -3.4342  0.00
C -2.8716 -3.6533 -3.9201  0.00
C -2.0154 -2.8697 -3.1208  0.00
H -2.2481 -6.3258 1.5250  0.00
H -2.0698 -5.9182 3.3511  0.00
H -0.7302 -6.5498 2.5275  0.00
H 0.0765 -4.2759 3.8383  0.00
H 0.9266 -0.0125 5.8633  0.00
H 2.8249 -0.1754 7.5521  0.00
H 4.5866 -1.8939 7.1064  0.00
H 4.2798 -3.4826 5.2613  0.00
H 2.2483 -3.4899 3.8293  0.00
H -2.0969 -4.3626 0.1123  0.00
H -0.6973 -0.5982 -3.0521  0.00
H -0.7350 0.9391 -2.1323  0.03
H -3.1223 0.9880 -2.1271  0.00
H -3.3100 -0.5174 -2.9700  0.00
H 0.1207 2.1401 -6.2819  0.00
H 2.1554 0.6857 -6.9952  0.00
H 1.8747 -1.7959 -7.3263  0.00
H -0.2791 -2.8161 -6.5975  0.00
H -2.1732 -1.4114 -6.0327  0.00
H -3.8197 -3.1732 -0.2268  0.00
H -5.0101 -4.7570 -1.5617  0.00
H -4.5875 -4.8965 -4.0934  0.00
H -2.6118 -3.7484 -4.9587  0.00
H -1.0961 -2.4375 -3.4655  0.00

The expectation value of S² is 0.75. The charge is -1. The calculation puts the LUMO energy (spin up / spin down) at 2.0267 / 2.0069 eV. Its spin multiplicity is 2.

What did the third record say?
Entry from OMol25: a molecular structure, C6H10O (ωB97M-V/def2-TZVPD).

Last column: Mulliken charge in e.
Positions of all 17 atoms, in Å:
C 2.0792 0.3691 0.0816  -1.51
C 0.6033 0.0987 -0.0445  0.86
C -0.0915 -1.1535 0.5366  -0.50
C -0.8730 -0.9433 -0.7628  -0.13
C -1.7223 0.2639 -0.3249  -0.73
C -0.5241 1.0872 0.3789  -0.70
O 0.2649 -0.3190 -1.3883  -0.54
H 2.3728 1.2738 -0.4546  0.35
H 2.6240 -0.4515 -0.3914  0.36
H 2.4059 0.4468 1.1196  0.32
H -0.6808 -0.8838 1.4181  0.19
H 0.4859 -2.0639 0.6622  0.30
H -1.2800 -1.7687 -1.3612  0.47
H -2.6010 -0.0485 0.2584  0.31
H -2.1057 0.8070 -1.1934  0.34
H -0.5221 2.1032 -0.0159  0.34
H -0.4352 1.1825 1.4817  0.27

The calculation puts the LUMO energy at 1.0528 eV.